Computed, not measured: a cluster of 14 separate species, C37H106N22O14 in total, with the ωB97M-V functional and the def2-TZVPD basis.

```
179
Properties=species:S:1:pos:R:3:forces:R:3
O 0.84964 4.87381 2.85879 0.007 -0.093 -1.358
O 8.34253 1.64489 -4.90389 -1.563 0.043 -0.168
O 4.11813 5.81533 1.75747 0.998 0.536 0.235
O -8.22127 -1.59994 -1.48741 0.001 -0.398 0.278
O -1.13608 -5.13300 -4.01909 -1.698 1.534 0.781
O -3.34320 3.47638 -0.93699 -1.233 0.359 -1.399
O 0.14696 -4.84587 0.43012 0.054 -0.216 0.175
O -2.75636 2.69446 2.90772 -0.416 0.239 0.216
O 0.82690 -0.96679 -3.01314 0.058 -0.229 0.642
O -4.01517 -3.01972 5.27751 0.051 -0.073 0.244
O 3.50663 -0.50836 4.62716 0.338 0.046 -0.091
O 3.31594 0.60975 -5.60831 -0.921 0.803 -0.524
O -0.27392 5.22804 -2.05426 1.106 -1.290 -0.666
O 6.17663 -1.68310 0.48782 -0.225 -0.536 1.278
N 6.52997 0.75443 -6.00881 0.153 0.978 0.477
N -5.59134 -2.83715 -3.65563 0.180 -0.669 0.457
N 0.77668 0.06871 -2.03675 -1.410 1.093 -0.150
N -3.35531 -4.76878 -3.46513 0.994 0.386 -0.127
N 6.22498 1.99876 -4.07547 1.268 0.310 -0.720
N 3.28674 -3.46316 4.23291 -0.074 1.409 0.546
N -5.16823 4.32599 -2.10256 -0.467 -1.563 1.215
N 6.33322 5.94433 -0.44051 -0.154 0.438 0.463
N -0.93402 4.67125 1.43280 1.103 -0.076 0.465
N 5.58058 -1.14069 2.63415 0.248 -0.557 0.092
N 1.09535 1.05645 -5.26219 -0.078 0.326 0.471
N 1.84048 4.78105 -2.86650 -0.853 0.396 0.518
N -0.96935 -2.44754 5.88626 -0.207 0.702 0.377
N -1.92651 -2.96515 -3.81785 -0.527 -1.370 0.442
N 2.04248 1.44983 -7.33572 0.800 -0.073 0.846
N 4.82939 -3.11006 1.68958 1.061 0.980 0.529
N -3.18927 -6.05595 1.50235 0.076 0.856 0.238
N -4.05672 1.80903 1.27253 -0.097 0.569 0.320
N -3.78965 0.72748 3.31367 -0.510 -0.065 -0.454
N 0.13161 3.26989 -3.21946 0.034 1.847 0.695
N 0.98890 5.72562 0.70165 0.664 -0.387 1.417
N -2.98383 4.64394 -2.83917 0.131 -0.858 0.534
C -6.17789 -2.35882 -2.38378 -0.698 0.878 -1.811
C -3.53420 1.82883 2.53392 1.389 -0.513 -0.012
C -5.28964 -1.21847 -1.90818 -0.567 0.055 0.703
C -7.60379 -1.91203 -2.72929 0.090 0.922 1.543
C 4.78363 4.57891 -1.69319 -0.437 -0.772 0.016
C -0.81531 -5.36004 1.31965 -0.472 -0.636 0.010
C 4.89853 5.58700 -0.53357 1.671 -0.225 -1.221
C 0.68955 1.28195 0.59060 -0.539 -0.528 1.242
C 0.36249 5.04629 1.73467 -1.210 0.429 0.296
C -2.65512 -4.20759 0.03449 -0.954 -0.271 -0.627
C 3.10121 0.61097 -2.31585 -0.129 0.199 -0.336
C 2.02698 0.24301 -1.28888 1.176 -0.701 -0.226
C -4.65451 -1.81153 5.62512 0.664 0.224 0.074
C -2.15433 -5.51640 0.61658 -0.162 -0.174 -0.481
C -3.83626 4.08595 -1.90654 1.746 1.059 -0.157
C -0.55294 1.09427 -0.25136 -0.516 0.940 -0.332
C 1.90706 1.39650 -0.29848 0.090 0.543 0.882
C 2.51271 -1.02448 -0.56411 -0.318 0.463 0.561
C 2.38566 -2.70567 5.14910 -0.081 -0.448 -1.096
C 4.35845 5.37762 3.09061 -1.681 -0.778 -0.244
C -2.07529 -4.34717 -3.77125 1.106 -1.257 -0.593
C -9.56673 -1.23102 -1.56034 -0.743 0.261 0.056
C 2.23142 1.02838 -6.02890 0.181 -0.893 -0.133
C -0.78730 -1.33805 -0.64524 -0.414 -0.509 0.147
C 0.51286 4.47138 -2.66681 -0.295 0.083 -0.445
C 5.61626 -1.98385 1.55194 -0.620 0.816 -1.685
C -1.61875 0.31545 -2.34102 -1.176 0.027 -0.560
C 4.41649 4.91540 0.74120 -0.917 0.072 -1.748
C -2.92475 -2.84121 4.40382 0.121 0.138 -0.925
C 2.03370 -3.57512 6.34483 -0.266 -0.074 0.260
C 1.26925 -4.33352 1.12005 0.222 -0.274 -0.488
C 7.11781 1.50803 -5.01914 0.746 -0.938 0.398
C -0.54914 -0.00160 -1.33068 1.434 0.350 1.034
C 3.02694 -1.40463 5.59217 -0.376 0.570 1.281
C -0.91888 -1.47541 3.61965 -1.034 0.654 -0.301
C -1.81362 -1.86203 4.80249 0.781 -0.359 0.764
C 2.52747 -0.01028 3.71407 0.562 -1.034 -0.142
H 5.52980 0.70655 -6.02321 -0.294 -0.449 -0.182
H -1.52984 1.31948 -2.75158 0.402 -0.076 -0.034
H 0.20951 1.34768 -5.62994 0.021 0.001 -0.331
H -0.73637 2.02779 -0.79632 0.091 0.145 0.184
H -4.14779 -1.38904 6.49816 -0.308 0.134 0.184
H -1.39983 5.03802 0.62564 -0.102 -0.118 -0.134
H -3.59851 -4.33712 -0.51805 0.000 -0.412 0.181
H -9.95958 -0.98340 -0.57168 0.519 0.089 0.122
H -1.25755 -1.98700 6.74930 -0.156 -0.544 0.115
H 6.71459 2.31525 -3.25727 -0.472 0.158 0.165
H -1.45280 4.21549 2.16679 -0.243 -0.032 -0.116
H 2.96574 -4.00084 6.72238 -0.093 0.044 0.252
H -2.77842 -2.44814 -3.94094 0.322 0.504 0.006
H -5.70961 -1.96763 5.82863 0.015 -0.248 0.084
H 4.88589 -1.26323 3.34859 -0.092 0.108 0.200
H 1.03956 0.63067 -4.34068 0.467 -0.243 -0.286
H 2.32013 -0.87094 6.24943 -0.410 -0.072 -0.284
H -1.79020 -1.35966 -0.20822 -0.144 0.026 -0.379
H -2.46750 -3.81668 4.23147 -0.087 -0.077 0.195
H -5.40595 -2.08350 -4.30718 -0.145 0.163 0.178
H 3.02511 0.70809 3.06603 -0.056 0.204 0.224
H 0.74343 0.53724 1.40521 0.383 -0.861 -0.817
H -2.00706 -3.81863 -0.74701 0.373 0.252 0.474
H -5.25229 -0.38467 -2.61563 0.313 -0.401 -0.455
H 6.67874 6.17879 -1.36275 0.060 0.089 0.042
H 0.96370 -3.43277 1.66040 0.355 0.062 0.142
H -3.67008 2.53882 0.66898 -0.345 -0.423 -0.115
H 4.20111 -3.37817 4.67471 0.057 -0.808 -0.215
H 0.52141 2.08089 1.32212 0.177 0.892 -0.867
H -1.54593 -1.50833 2.72254 0.366 -0.024 -0.190
H -2.92117 -6.83574 2.08505 0.084 -0.166 -0.284
H 3.57533 -0.91680 -0.33907 0.053 -0.226 -0.187
H 2.71645 1.45752 -2.89171 0.212 0.062 -0.116
H 4.05027 0.89783 -1.86039 -0.125 0.027 0.276
H -5.65066 4.99045 -2.66665 0.540 0.354 -0.484
H 3.82539 -1.58653 6.32283 0.404 -0.237 -0.528
H -0.58143 -6.39376 1.61656 0.541 0.166 0.317
H 1.14351 1.61714 -7.73364 -0.249 -0.043 -0.032
H 1.91129 2.39050 -0.76147 -0.292 -0.206 -0.483
H -0.85265 3.10330 -3.15802 -0.018 -0.608 -0.140
H 2.82004 1.29009 -7.95068 -0.035 0.055 -0.059
H -4.48966 0.06293 3.04853 -0.105 -0.062 -0.010
H -3.33073 -2.52696 3.42476 0.075 0.135 0.097
H 5.33694 3.67218 -1.42031 0.125 0.073 0.014
H 0.66631 5.63974 -0.24334 -0.138 -0.118 -0.224
H 2.96673 -4.41937 4.16056 0.343 -0.151 0.157
H 1.49695 -3.06044 7.14741 0.259 0.149 -0.021
H -3.44677 -5.74730 -3.26731 -0.077 -0.037 -0.048
H 6.89531 5.16494 -0.11493 -0.147 -0.078 -0.003
H -2.62823 0.33777 -1.91561 0.170 -0.233 0.390
H 3.47829 4.77119 3.35017 0.334 -0.351 0.214
H -0.01365 -2.10487 5.80815 -0.185 -0.101 -0.342
H -6.23901 -3.47066 -4.11342 0.172 -0.052 -0.081
H -4.08207 -4.09807 -3.22339 0.103 -0.282 -0.184
H 4.40709 6.51983 -0.81759 -0.467 -0.075 0.471
H 2.81594 1.44067 0.31290 0.054 -0.357 -0.085
H -3.35046 0.61331 4.20367 0.107 0.337 0.110
H -4.29947 0.92572 0.86541 -0.035 -0.036 -0.144
H 1.97411 5.83310 0.90817 -0.056 0.293 -0.304
H -5.76831 3.74926 -1.52769 0.115 0.324 0.034
H -0.87829 -4.73322 2.21582 -0.208 0.074 0.054
H -7.55167 -0.97858 -3.30264 -0.040 -0.130 -0.434
H 2.09278 5.69027 -2.50640 0.074 -0.072 -0.189
H -0.72264 -2.17897 -1.34260 -0.127 -0.129 0.226
H 2.04144 -4.13379 0.37570 -0.223 0.432 -0.043
H 1.36787 -4.39715 6.07139 0.147 0.024 -0.210
H 5.22673 4.94055 -2.62199 0.090 0.230 0.093
H -8.17084 -2.67072 -3.27304 0.026 -0.139 -0.048
H -1.00264 -2.62171 -3.99225 -0.088 0.283 -0.444
H -6.26940 -3.15877 -1.65003 0.363 -0.124 -0.035
H 5.15025 4.11099 0.88089 0.005 0.154 0.972
H 2.26508 -0.86589 3.07657 -0.577 0.308 -0.059
H -0.15784 -1.54655 0.22118 0.408 0.198 -0.272
H -0.63432 -0.42686 3.74126 0.200 -0.094 -0.072
H 5.99817 -0.23401 2.56573 0.166 0.012 -0.245
H 5.26912 4.78640 3.17459 0.188 0.251 0.096
H 1.67384 0.42491 4.23824 -0.022 -0.002 -0.100
H 4.27665 6.21124 3.78264 0.574 0.293 -0.275
H -10.23923 -2.03587 -1.88735 0.314 -0.043 -0.433
H 0.78299 2.64858 -3.66516 -0.128 -0.202 0.019
H -1.98218 4.56137 -2.64679 -0.590 0.629 0.321
H -2.93844 -3.51938 0.83268 0.561 0.272 0.026
H -5.69187 -0.70955 -1.02791 0.016 -0.488 0.258
H -4.55836 -1.06384 4.83369 -0.211 -0.128 -0.102
H -3.98519 -6.27197 0.91980 -0.131 -0.312 0.329
H 4.66386 -3.61069 0.83974 -0.192 -0.228 0.061
H -9.69565 -0.33964 -2.18684 -0.102 -0.134 -0.141
H 0.46531 -1.73692 -2.54038 0.438 -0.164 -0.316
H 3.49404 4.42891 0.38421 -0.097 -0.364 0.560
H -0.01179 -2.05775 3.47083 -0.271 -0.301 0.094
H -1.42145 0.98924 0.40402 -0.091 -0.224 -0.129
H 2.32623 -1.91217 -1.16690 0.171 -0.075 0.053
H 3.32970 -0.19877 -3.00738 -0.185 -0.040 -0.014
H -3.24782 5.15111 -3.65960 -0.405 0.034 -0.015
H 5.23922 1.82875 -4.10635 -0.113 -0.218 0.159
H -1.99127 -6.25405 -0.18627 0.259 0.422 -0.193
H 4.28471 -3.16698 2.54658 -0.378 -0.482 -0.572
H -4.31491 -1.65318 -1.68793 0.218 0.421 -0.035
H 3.77949 4.21759 -1.94418 0.147 0.276 0.350
H -2.24292 -0.93866 5.21036 -0.195 -0.075 -0.328
H 1.75004 -5.06314 1.78632 -0.428 -0.025 0.228
H 1.50158 -2.46921 4.54254 0.105 -0.084 0.348
H 2.01167 -1.10722 0.40446 -0.064 -0.282 -0.085
H 7.10743 0.15346 -6.55991 0.047 0.038 -0.136
H 2.28784 4.49945 -3.71964 0.093 -0.136 -0.042
H -1.67580 -0.39480 -3.16862 0.251 0.008 0.061
```
Positions in Å, forces in eV/Å.

orbital gap = 8.67 eV
energy relative to the best compared isomer or geometry (same formula, charge and spin) = 0.0 kJ/mol